Entry from the OMol25 dataset: a molecular structure, C51H48N3OsP2 in a non-equilibrium geometry (ωB97M-V/def2-TZVPD).

Each line ends with the Löwdin charge.
Element x y z (Å)
Os  0.592  -0.038  0.005  1.12
C  -0.568  4.171  -3.205  -0.01
C  -1.352  3.506  -2.121  -0.25
C  -2.657  3.614  -1.907  0.00
C  -3.501  3.046  -0.854  -0.03
C  -3.227  2.132  0.079  -0.01
C  -1.937  1.408  0.372  -0.44
N  -0.487  2.719  -1.202  0.14
C  -2.239  -0.048  0.725  -0.26
C  -3.261  -0.547  1.453  0.00
C  -3.330  -1.915  1.833  -0.05
C  -2.212  -2.687  1.697  -0.02
C  -1.058  -2.205  1.058  -0.25
N  -1.216  -0.991  0.262  -0.26
C  0.260  -2.701  1.186  -0.31
C  0.525  -3.965  1.758  -0.01
C  1.814  -4.391  1.883  -0.01
C  2.859  -3.591  1.395  -0.01
C  2.580  -2.378  0.826  -0.31
C  3.682  -1.561  0.222  -0.02
N  1.294  -1.907  0.756  -0.03
H  -1.229  4.723  -3.868  0.10
H  -0.016  3.441  -3.807  0.09
H  0.157  4.879  -2.794  0.10
H  -3.181  4.246  -2.615  0.14
H  -4.511  3.440  -0.852  0.12
H  -4.038  1.894  0.757  0.12
H  -4.036  0.121  1.809  0.13
H  -4.203  -2.288  2.345  0.12
H  -2.183  -3.654  2.181  0.13
H  -0.291  -4.594  2.082  0.12
H  2.029  -5.346  2.343  0.13
H  3.884  -3.927  1.450  0.13
H  4.644  -2.038  0.397  0.10
H  3.725  -0.555  0.634  0.05
H  3.537  -1.475  -0.858  0.08
C  -0.910  1.330  -0.743  -0.38
C  -1.541  0.583  -1.945  -0.17
P  -1.465  -1.185  -1.516  1.11
C  -2.993  -2.033  -1.758  -0.29
C  -4.215  -1.353  -1.658  -0.07
C  -5.398  -2.055  -1.789  -0.03
C  -5.370  -3.427  -2.014  -0.02
C  -4.162  -4.103  -2.122  -0.03
C  -2.970  -3.411  -2.000  -0.05
C  -0.178  -2.032  -2.437  -0.32
C  0.521  -3.154  -1.980  -0.07
C  1.432  -3.785  -2.811  -0.03
C  1.637  -3.327  -4.106  -0.02
C  0.912  -2.242  -4.583  -0.04
C  0.009  -1.593  -3.758  -0.08
C  -1.254  2.055  1.601  -0.20
P  0.106  0.909  2.121  1.06
C  -0.566  0.170  3.627  -0.31
C  -0.327  -1.163  3.950  -0.08
C  -0.854  -1.704  5.114  -0.04
C  -1.615  -0.914  5.961  -0.03
C  -1.824  0.426  5.663  -0.04
C  -1.303  0.973  4.503  -0.08
C  1.505  1.952  2.608  -0.35
C  2.796  1.472  2.400  -0.13
C  3.897  2.211  2.810  -0.06
C  3.709  3.440  3.429  -0.04
C  2.425  3.922  3.647  -0.04
C  1.324  3.181  3.244  -0.07
H  -0.307  3.276  -0.362  0.17
H  0.423  2.612  -1.651  0.13
H  -0.960  0.732  -2.856  0.09
H  -2.572  0.872  -2.159  0.10
H  -4.247  -0.284  -1.488  0.10
H  -6.344  -1.534  -1.729  0.12
H  -6.300  -3.972  -2.118  0.13
H  -4.150  -5.167  -2.318  0.12
H  -2.031  -3.940  -2.105  0.11
H  0.344  -3.557  -0.995  0.10
H  1.973  -4.649  -2.449  0.13
H  2.343  -3.831  -4.752  0.13
H  1.038  -1.908  -5.605  0.12
H  -0.572  -0.776  -4.168  0.11
H  -2.002  2.181  2.380  0.10
H  -0.839  3.049  1.405  0.09
H  0.290  -1.774  3.312  0.09
H  -0.660  -2.738  5.366  0.12
H  -2.034  -1.336  6.865  0.12
H  -2.388  1.052  6.342  0.12
H  -1.457  2.027  4.312  0.10
H  2.931  0.500  1.950  0.06
H  4.898  1.826  2.660  0.12
H  4.564  4.019  3.752  0.12
H  2.281  4.873  4.142  0.12
H  0.329  3.566  3.437  0.11
C  2.007  0.892  -1.220  -0.10
C  3.006  1.629  -1.876  -0.27
C  3.754  2.604  -1.172  0.01
C  4.742  3.309  -1.819  -0.02
C  4.996  3.063  -3.170  0.01
C  4.256  2.117  -3.884  -0.02
C  3.266  1.406  -3.250  0.00
H  1.485  0.090  -1.782  0.06
H  1.948  1.044  -0.081  0.01
H  3.547  2.781  -0.121  0.11
H  5.323  4.048  -1.286  0.13
H  5.783  3.612  -3.671  0.13
H  4.469  1.944  -4.930  0.13
H  2.692  0.658  -3.785  0.12

## Properties
**HOMO**: -13.761 eV
**Gap between HOMO and LUMO**: 0.15422 hartree
**Maximum force**: 2.44 eV/Å
**Calculated total energy**: -2908.8755 Eh
**Relative energy (zero: lowest compared OMol25 entry of this formula, charge and spin)**: 0.0000 eV
**Charge**: +3

=====

Entry from the OMol25 dataset: 8 unconnected molecules or ions with the total composition C51H48N7O14 (ωB97M-V/def2-TZVPD).

Each line ends with the Löwdin charge.
Element x y z (Å)
C  -1.278  -1.742  5.266  -0.05
C  -1.786  -2.001  3.844  -0.14
N  -0.665  -1.854  2.889  -0.05
C  -0.323  -1.091  1.852  -0.07
N  0.830  -1.468  1.332  0.17
C  1.258  -2.497  2.075  -0.34
N  2.393  -3.158  1.904  0.12
C  2.898  -4.239  2.737  -0.16
C  2.997  -5.586  2.016  -0.17
C  3.737  -5.483  0.681  -0.18
C  5.210  -5.103  0.882  -0.20
N  5.600  -3.943  0.058  0.00
C  6.871  -4.077  -0.559  -0.57
N  7.905  -3.828  0.112  0.15
N  6.878  -4.492  -1.906  0.12
N  0.356  -2.745  3.043  0.18
H  -0.464  -1.018  5.230  0.09
H  -2.060  -1.334  5.900  0.05
H  -0.872  -2.648  5.710  0.08
H  -2.114  -3.034  3.732  0.13
H  -2.590  -1.339  3.563  0.10
H  -0.961  -0.299  1.501  0.14
H  2.982  -2.828  1.157  0.15
H  3.881  -3.941  3.095  0.08
H  2.279  -4.363  3.624  0.12
H  2.006  -6.020  1.887  0.11
H  3.583  -6.234  2.667  0.12
H  3.643  -6.431  0.156  0.11
H  3.256  -4.737  0.046  0.10
H  5.854  -5.960  0.680  0.12
H  5.388  -4.844  1.926  0.10
H  4.903  -3.769  -0.655  0.09
H  8.737  -3.990  -0.452  0.03
H  7.512  -5.263  -2.064  0.10
H  5.961  -4.741  -2.247  0.07
H  0.370  -3.459  3.749  0.17
C  -3.633  -2.272  0.390  0.01
C  -4.236  -2.795  -0.673  0.04
C  -5.263  -2.025  -1.430  -0.39
O  -5.798  -2.504  -2.403  0.13
C  -5.587  -0.658  -0.951  0.03
C  -4.983  -0.138  0.116  0.03
C  -3.960  -0.904  0.860  -0.36
O  -3.401  -0.423  1.834  0.05
H  -2.884  -2.815  0.954  0.11
H  -4.016  -3.790  -1.040  0.13
H  -6.330  -0.113  -1.521  0.12
H  -5.198  0.860  0.473  0.10
C  -5.290  0.062  10.337  0.03
C  -4.443  -0.693  9.644  0.02
C  -3.857  -0.217  8.370  -0.37
O  -3.084  -0.912  7.737  0.07
C  -4.243  1.132  7.893  0.02
C  -5.089  1.891  8.583  0.03
C  -5.681  1.416  9.863  -0.38
O  -6.449  2.105  10.492  0.13
H  -5.732  -0.263  11.270  0.13
H  -4.143  -1.681  9.970  0.12
H  -3.800  1.457  6.960  0.12
H  -5.388  2.878  8.257  0.13
C  9.678  -1.495  -3.208  0.02
C  9.646  -0.168  -3.285  0.02
C  10.497  0.676  -2.407  -0.39
O  10.463  1.885  -2.473  0.11
C  11.389  -0.019  -1.444  0.02
C  11.422  -1.347  -1.368  0.02
C  10.569  -2.187  -2.244  -0.39
O  10.594  -3.398  -2.173  0.08
H  9.066  -2.132  -3.833  0.12
H  9.005  0.361  -3.979  0.12
H  12.001  0.616  -0.816  0.12
H  12.061  -1.876  -0.673  0.12
C  5.231  -0.578  3.153  0.02
C  5.692  0.669  3.161  0.03
C  6.783  1.081  4.084  -0.38
O  7.197  2.216  4.092  0.13
C  7.338  0.044  4.992  0.03
C  6.874  -1.203  4.982  0.03
C  5.785  -1.609  4.064  -0.37
O  5.365  -2.750  4.058  0.08
H  4.439  -0.899  2.488  0.11
H  5.305  1.438  2.505  0.13
H  8.133  0.364  5.653  0.13
H  7.263  -1.975  5.633  0.12
C  -7.471  3.085  -1.985  0.01
C  -7.863  3.658  -3.117  0.02
C  -6.977  4.598  -3.845  -0.37
O  -7.331  5.114  -4.884  0.10
C  -5.639  4.883  -3.263  0.03
C  -5.256  4.311  -2.124  0.03
C  -6.137  3.362  -1.406  -0.38
O  -5.776  2.816  -0.381  0.07
H  -8.093  2.381  -1.445  0.12
H  -8.827  3.460  -3.568  0.13
H  -5.007  5.567  -3.817  0.10
H  -4.286  4.497  -1.678  0.12
C  -2.714  0.168  -5.005  0.03
C  -3.842  0.245  -4.308  0.03
C  -4.899  1.224  -4.661  -0.36
O  -5.926  1.303  -4.019  0.10
C  -4.653  2.113  -5.823  0.03
C  -3.523  2.039  -6.521  0.03
C  -2.463  1.060  -6.168  -0.38
O  -1.433  0.988  -6.799  0.12
H  -1.928  -0.539  -4.769  0.12
H  -4.049  -0.395  -3.460  0.10
H  -5.439  2.820  -6.060  0.12
H  -3.319  2.679  -7.370  0.13
C  -5.975  6.672  -7.351  0.02
C  -6.355  7.240  -8.493  0.03
C  -5.466  8.179  -9.224  -0.38
O  -5.811  8.696  -10.263  0.12
C  -4.132  8.462  -8.631  0.03
C  -3.751  7.895  -7.490  0.02
C  -4.643  6.957  -6.765  -0.37
O  -4.288  6.438  -5.724  0.08
H  -6.607  5.988  -6.798  0.09
H  -7.321  7.051  -8.943  0.12
H  -3.501  9.148  -9.181  0.12
H  -2.786  8.085  -7.039  0.12

## Properties
**HOMO**: -11.350 eV
**Gap between HOMO and LUMO**: 0.27614 hartree
**Maximum force**: 0.78 eV/Å
**Calculated total energy**: -3408.4001 Eh
**Charge**: +1